[1]
Computed, not measured: C6H8IN6O5SV as an isolated structure at a distorted geometry, with the ωB97M-V functional and the def2-TZVPD basis.

## Properties
* charge: +1
* largest force on an atom: 0.068 Eh/bohr
* highest occupied orbital energy (spin up / spin down): -12.896 / -13.166 eV
* multiplicity: 2
* frontier orbital gap (spin up / spin down): 6.194 / 8.098 eV
* energy relative to the best compared isomer or geometry (same formula, charge and spin): 162.8 kJ/mol

XYZ file:
```
28
Properties=species:S:1:pos:R:3:mulliken_spin:R:1
V -0.2106 -0.2533 0.6648 1.31
N -2.1028 0.9171 -1.8672 0.00
C -0.9796 0.2464 -1.9042 0.00
O -0.1268 0.3804 -0.9802 -0.02
C -0.6543 -0.6720 -3.0305 0.00
I -0.8354 -2.6644 -2.1705 0.00
H -2.3034 1.4422 -0.9974 0.00
H -2.8353 0.7539 -2.5434 0.00
H 0.3891 -0.5716 -3.3318 0.00
H -1.3287 -0.5987 -3.8818 0.00
N 1.4627 0.0760 0.9524 -0.22
C 2.6345 -0.1067 0.9060 0.25
C 3.9477 -0.3245 0.7918 -0.20
C 4.4059 -1.5104 0.1622 0.05
N 4.7881 -2.4677 -0.3321 -0.09
C 4.9329 0.5809 1.2483 0.04
N 5.7509 1.3082 1.5784 -0.09
O -2.3687 -2.8009 2.0082 0.00
S -1.6961 -1.7296 1.4101 0.00
O -2.3042 -1.0364 0.2612 -0.01
O -1.2846 -0.5648 2.2893 -0.01
O -0.2672 -2.0052 0.8773 -0.01
N -2.1146 1.8732 0.8447 0.00
N -0.7689 1.7350 1.3141 -0.02
H -2.5651 2.7036 1.2411 0.00
H -2.6292 1.0476 1.1689 0.00
H -0.7065 1.7000 2.3426 0.00
H -0.2301 2.5420 0.9775 0.00
```

[2]
Computed, not measured: a 2-piece molecular cluster, C8H13N3OS overall at a distorted geometry, with the ωB97M-V functional and the def2-TZVPD basis.

## Properties
* charge: 0
* largest force on an atom: 0.080 Eh/bohr
* highest occupied orbital energy: -7.967 eV
* frontier orbital gap: 8.149 eV
* energy relative to the best compared isomer or geometry (same formula, charge and spin): 228.8 kJ/mol

XYZ file:
```
26
Properties=species:S:1:pos:R:3:nbo_charge:R:1
C -2.0670 -1.2494 -0.6530 -0.25
C -2.3175 1.0878 0.0839 -0.29
C -0.7917 -1.1677 -0.1475 -0.02
C -0.9345 1.1497 0.3878 -0.01
C -2.8301 -0.0604 -0.5280 0.29
C -0.1889 -0.0152 0.2105 0.09
C -0.0538 -2.5361 -0.1334 -0.62
C -0.4948 2.5317 0.7546 -0.63
N 1.2146 0.0279 0.3184 -0.83
N 3.9387 -0.8187 -1.0573 -1.08
N 4.4260 1.0159 0.5967 -1.03
O -4.1811 -0.0477 -0.9945 -0.69
S 3.6637 0.6252 -0.6652 1.32
H -2.5157 -2.2816 -0.9554 0.23
H -2.7900 2.1042 0.1361 0.21
H 0.5702 -2.5427 -1.0828 0.22
H 0.5549 -2.5958 0.8285 0.21
H -0.7379 -3.3072 -0.0923 0.22
H 0.4408 2.5819 1.2109 0.21
H -0.3214 3.0639 -0.1606 0.23
H -1.3330 3.0949 1.3879 0.22
H 1.5927 -0.8813 0.5092 0.38
H 3.3349 -1.2757 -1.7568 0.39
H 4.9050 0.2183 1.1222 0.38
H 1.5363 0.6321 1.1086 0.38
H -4.6205 0.6460 -0.4286 0.47
```

What is the largest force on an atom in the second record? 0.080 Eh/bohr